No. 1
Entry from the Open Molecules 2025 dataset: 2 unconnected molecules or ions with the total composition C4H12NO in a non-equilibrium geometry (the ωB97M-V functional and the def2-TZVPD basis).

**Total charge**: +1
**Kohn-Sham gap**: 0.414 Eh

```
18
Properties=species:S:1:pos:R:3:nbo_charge:R:1
O 1.548 2.466 -1.480 -0.9656
N -1.464 -0.851 1.099 -0.5521
C -1.327 -0.974 -0.489 -0.2620
C 0.071 -0.257 -0.816 -0.4333
C 0.903 -0.476 0.413 -0.4841
C -0.040 -0.537 1.635 -0.2329
H -2.152 -0.382 -1.072 0.2555
H 1.603 -1.273 0.166 0.2481
H -0.103 0.880 -1.159 0.2734
H 0.322 -1.514 2.271 0.2618
H -2.127 -0.029 1.325 0.4505
H 0.550 -0.783 -1.865 0.2550
H -1.229 -1.993 -0.918 0.2485
H 1.561 0.364 0.646 0.2615
H 2.396 2.279 -1.973 0.4907
H 1.461 3.374 -1.345 0.4815
H -1.946 -1.701 1.388 0.4480
H -0.116 0.476 2.220 0.2554
```

No. 2
Entry from the Open Molecules 2025 dataset: a molecular structure, C27H32N2O3PdSb2 in a non-equilibrium geometry (the ωB97M-V functional and the def2-TZVPD basis).

**Total charge**: -2
**Kohn-Sham gap**: 0.202 Eh

```
67
Properties=species:S:1:pos:R:3:nbo_charge:R:1
Sb -2.142 0.948 -1.274 1.1005
Sb 0.729 -1.776 -1.297 1.0588
Pd 0.035 0.266 -0.006 0.1120
O 0.457 2.041 -1.911 -0.7742
O 0.379 0.239 2.363 -0.7830
O 0.297 -1.888 4.245 -0.5402
N 1.864 1.592 0.456 -0.2976
N 2.180 2.541 -0.446 -0.4759
C -0.572 -2.692 0.311 -0.7430
C 2.370 6.555 -3.279 -0.2541
C 1.700 4.095 -2.115 0.0338
C 1.375 2.785 -1.454 0.5152
C 2.599 -2.165 3.890 -0.2677
C -4.651 -3.395 -0.770 -0.2484
C 3.808 -1.857 3.273 -0.3194
C 0.136 -3.479 -2.567 -1.0130
C -2.939 -1.854 0.004 0.0673
C -0.647 -0.892 4.550 -0.2306
C 1.447 -0.405 2.608 0.3260
C 1.045 6.242 -3.009 -0.2335
C -1.980 -2.888 -0.068 -0.0688
C 2.808 0.809 0.874 0.0060
C 3.357 5.627 -2.984 -0.2365
C 0.714 5.019 -2.455 -0.2176
C 2.710 -0.125 1.964 -0.1421
C 3.028 4.421 -2.397 -0.2057
C 1.456 -1.471 3.571 0.1885
C -1.768 2.443 0.252 -1.0039
C -4.307 1.467 -1.357 -1.0564
C -2.595 -0.495 0.422 -0.7832
C -4.260 -2.141 -0.342 -0.2434
C -2.402 -4.151 -0.487 -0.2082
C 3.847 -0.852 2.330 -0.2230
C 2.450 -2.848 -0.478 -1.0046
C -3.710 -4.410 -0.851 -0.2580
H 2.528 -2.972 4.609 0.1945
H -0.855 2.106 0.771 0.2443
H 0.274 6.973 -3.226 0.1910
H 2.277 -3.919 -0.519 0.1981
H -4.782 1.515 -0.382 0.1918
H 2.599 -2.534 0.553 0.2439
H 3.347 -2.617 -1.046 0.2054
H -1.259 -0.624 3.686 0.2038
H -1.689 -0.443 1.047 0.2357
H 4.790 -0.604 1.850 0.1862
H 4.705 -2.404 3.543 0.1830
H -1.281 -1.303 5.342 0.1457
H 4.393 5.855 -3.210 0.1899
H 3.789 0.855 0.371 0.1440
H -0.155 0.012 4.921 0.1671
H 2.632 7.508 -3.726 0.1874
H -0.322 4.770 -2.267 0.2166
H -4.005 -5.402 -1.180 0.1875
H 0.284 -4.407 -2.030 0.1974
H -0.910 -3.387 -2.835 0.2193
H -1.676 -4.953 -0.516 0.1943
H -5.685 -3.581 -1.042 0.1874
H 0.734 -3.497 -3.469 0.1998
H 3.793 3.699 -2.152 0.2240
H -0.076 -3.644 0.513 0.2106
H -4.989 -1.345 -0.264 0.1968
H -1.570 3.423 -0.175 0.2133
H -0.454 -2.035 1.177 0.2552
H -4.395 2.436 -1.835 0.1966
H -2.606 2.481 0.952 0.2009
H -3.416 -0.007 0.947 0.2142
H -4.835 0.745 -1.971 0.1983
```